1.
Molecular formula: C3H6NaO4
Method: DFT, ωB97M-V with the def2-TZVPD basis set

Each line ends with the Löwdin charge.
Element x y z (Å)
Na: 2.248 0.252 -0.501  0.6204
O: -0.159 -0.971 -0.348  -0.0159
O: 3.288 -1.457 0.196  -0.6065
O: -2.086 0.091 0.186  0.1666
O: -0.107 1.145 -0.147  -0.0447
C: -0.676 2.452 0.006  -0.0040
C: -0.568 -2.224 0.051  0.0881
C: -0.923 0.101 -0.087  -0.6016
H: -0.059 -3.012 -0.497  0.0837
H: 2.976 -2.383 0.484  -0.0843
H: -1.121 2.547 1.002  0.1087
H: -1.430 2.616 -0.771  0.1083
H: -1.539 -2.306 0.535  0.0819
H: 0.157 3.150 -0.109  0.0993

Results
**Total charge**: 0
**HOMO-LUMO gap (spin up / spin down)**: 0.2497 / 0.2496 Ha
**Spin multiplicity**: 2
**Energy above the lowest of the compared OMol25 structures with the same formula, charge and spin**: 28.5 kcal/mol
**Strongest force on any atom**: 2.64 eV Å⁻¹
**Molar mass**: 129.07 g/mol
**DFT total energy**: -581.099341 a.u.

2.
Molecular formula: C20H40P2SiZr
Method: DFT, ωB97M-V with the def2-TZVPD basis set

Each line ends with the Löwdin charge.
Element x y z (Å)
Zr: 1.440 -1.846 -2.124  1.4594
P: 0.595 -2.067 -4.609  0.8153
P: 0.357 1.390 -4.874  0.8609
Si: -0.078 -0.608 2.957  0.5302
C: 0.592 -1.209 1.250  -0.1507
C: 0.210 2.301 -1.389  -0.0957
C: -0.843 -3.129 -5.065  -0.2626
C: 0.734 0.322 -6.311  -0.3858
C: 3.498 -1.579 -1.468  -0.2670
C: 1.159 0.693 3.621  -0.1985
C: 0.299 0.866 -0.960  -0.2240
C: -1.185 2.161 -5.449  -0.2284
C: -0.325 -1.864 4.383  -0.1830
C: 0.948 -1.612 0.116  -0.2179
C: -2.149 1.971 -2.244  -0.2163
C: -2.729 0.967 -1.248  -0.1238
C: 1.844 -2.832 -5.725  -0.2541
C: -0.011 -0.991 -6.093  -0.3887
C: -1.596 0.556 2.820  -0.2000
C: -2.703 -0.225 -2.162  -0.0291
C: -0.096 0.023 -2.252  -0.3477
C: -0.963 2.722 -1.807  -0.1001
C: -1.443 -0.740 -2.403  -0.1324
C: 1.611 2.648 -4.996  -0.2367
H: 4.287 -1.756 -2.204  0.0157
H: 2.320 -3.668 -5.195  0.0511
H: -1.943 1.405 -5.698  0.0622
H: -2.934 2.654 -2.566  0.1341
H: -1.112 -2.602 4.169  0.0277
H: -0.029 0.765 -3.147  -0.0610
H: -0.942 2.749 -6.344  0.0639
H: -3.745 1.295 -0.953  0.1406
H: -0.381 0.676 -0.091  0.0922
H: 1.269 -0.142 -2.849  0.0764
H: -1.568 2.846 -4.688  0.0422
H: -1.887 1.532 -3.200  0.0533
H: 0.606 -2.428 4.544  0.0325
H: -3.595 -0.504 -2.754  0.1467
H: 1.289 3.359 -5.762  0.0617
H: 1.695 3.127 -4.016  0.0400
H: 0.284 0.819 -7.202  0.1088
H: -1.110 -0.817 -6.039  0.0884
H: -0.656 -3.473 -6.100  0.0676
H: 3.630 -2.383 -0.695  0.0420
H: -2.066 0.814 -0.370  0.1023
H: -0.575 -1.420 5.373  0.0554
H: 0.985 0.939 4.682  0.0483
H: 1.354 0.674 -0.653  0.0962
H: -1.945 0.879 3.818  0.0519
H: 1.147 2.845 -1.482  0.1208
H: -1.774 -2.530 -5.073  0.0596
H: 2.530 2.153 -5.329  0.0552
H: -1.126 3.815 -1.950  0.1396
H: 1.827 0.178 -6.473  0.0944
H: 3.806 -0.653 -0.988  0.0262
H: -0.932 -3.977 -4.373  0.0540
H: -1.375 -1.812 -2.627  0.0637
H: 2.569 -2.043 -5.985  0.0586
H: 1.031 1.611 3.019  0.0279
H: -1.287 1.472 2.267  0.0266
H: 0.152 -1.605 -7.004  0.0973
H: -2.467 0.133 2.292  0.0219
H: 1.314 -3.187 -6.625  0.0633
H: 2.187 0.324 3.504  0.0277

Results
**Total charge**: +2
**HOMO-LUMO gap (spin up / spin down)**: 0.1784 / 0.1783 Ha
**Spin multiplicity**: 1
**Energy above the lowest of the compared OMol25 structures with the same formula, charge and spin**: 128.9 kcal/mol
**Strongest force on any atom**: 5.66 eV Å⁻¹
**Molar mass**: 461.80 g/mol
**DFT total energy**: -1804.338592 a.u.

3.
Molecular formula: CH5N3O2
Method: DFT, ωB97M-V with the def2-TZVPD basis set

Each line ends with the Löwdin charge.
Element x y z (Å)
O: 1.627 -0.373 2.216  0.0465
O: 0.073 1.101 2.543  0.0473
N: 0.644 0.258 1.879  -0.4134
N: -1.191 0.380 0.400  0.1364
N: 0.541 -1.199 0.028  0.1298
C: 0.073 -0.061 0.589  -0.4834
H: -1.560 0.436 -0.536  0.1146
H: -1.430 1.150 1.019  0.1082
H: 1.329 1.362 -0.041  0.0941
H: 0.345 -1.382 -0.943  0.1148
H: 1.466 -1.438 0.367  0.1053

Results
**Total charge**: 0
**HOMO-LUMO gap (spin up / spin down)**: 0.2900 / 0.2625 Ha
**Spin multiplicity**: 1
**Energy above the lowest of the compared OMol25 structures with the same formula, charge and spin**: 108.0 kcal/mol
**Strongest force on any atom**: 2.88 eV Å⁻¹
**Molar mass**: 91.07 g/mol
**DFT total energy**: -355.652129 a.u.

4.
Molecular formula: C29H27NO6S3
Method: DFT, ωB97M-V with the def2-TZVPD basis set

Each line ends with the Löwdin charge.
Element x y z (Å)
S: 2.032 -0.674 1.730  0.7258
S: 0.388 1.809 2.383  0.7097
S: -1.692 -2.268 -2.310  0.9790
O: 2.032 -1.698 2.751  -0.2844
O: 0.692 1.724 3.800  -0.2912
O: 1.234 2.571 1.483  -0.2920
O: 1.285 3.175 -6.619  0.0391
O: -0.795 3.833 -6.293  0.0371
O: 2.291 -0.991 0.338  -0.2931
N: 0.132 3.003 -6.158  -0.3321
C: 0.830 0.078 -4.043  -0.0226
C: -0.707 -0.592 1.419  -0.0389
C: -3.183 3.202 1.047  -0.0658
C: -3.921 3.283 2.232  -0.0687
C: -0.393 -0.062 -3.301  -0.3063
C: -0.118 1.828 -5.405  -0.1787
C: 4.028 1.230 1.343  -0.0585
C: -0.515 -1.044 -2.248  -0.4193
C: -1.342 -2.488 2.967  -0.0188
C: -1.369 1.656 -4.778  -0.0022
C: -0.811 -3.886 -2.215  -0.2609
C: -1.269 2.468 2.306  -0.2832
C: -1.995 -2.518 -4.107  -0.2321
C: -0.400 -4.353 1.104  -0.0672
C: -3.290 3.078 3.461  -0.0663
C: 0.390 0.138 1.748  -0.2737
C: 3.257 0.530 2.272  -0.3009
C: -0.355 -2.983 0.828  -0.0694
C: 0.959 0.976 -5.085  0.0020
C: -1.955 2.686 3.504  -0.0492
C: -1.838 2.828 1.080  -0.0543
C: -1.505 0.711 -3.783  -0.0655
C: -0.836 -4.781 2.365  -0.0739
C: 4.986 2.139 1.791  -0.0642
C: 4.441 1.594 4.084  -0.0615
C: 3.503 0.665 3.639  -0.0708
C: 5.184 2.337 3.161  -0.0648
C: -0.803 -2.027 1.748  -0.2277
C: -1.316 -3.846 3.295  -0.0670
H: 0.066 -2.599 -0.099  0.0634
H: -1.708 -1.740 3.670  0.1195
H: 5.574 2.695 1.060  0.1091
H: 1.674 -0.551 -3.765  0.1143
H: 1.887 1.072 -5.646  0.1179
H: -2.845 -3.207 -4.147  0.0599
H: -1.444 2.531 4.452  0.1138
H: -2.242 -1.574 -4.588  0.0436
H: -3.650 3.424 0.088  0.1096
H: -2.185 2.306 -5.090  0.1185
H: 0.090 -0.999 -1.353  0.0272
H: -1.103 -2.975 -4.548  0.0583
H: -1.225 2.809 0.178  0.1250
H: -1.597 -4.608 -1.966  0.0614
H: -1.578 -0.061 1.049  0.1247
H: -0.371 -4.097 -3.193  0.0477
H: 4.580 1.726 5.159  0.1106
H: -0.082 -5.078 0.344  0.1041
H: -4.983 3.520 2.200  0.1082
H: -1.658 -4.176 4.282  0.1086
H: -3.825 3.213 4.399  0.1095
H: -0.043 -3.895 -1.445  0.0200
H: -0.834 -5.848 2.597  0.1045
H: 2.953 0.048 4.347  0.1171
H: 3.859 1.068 0.282  0.1181
H: 5.917 3.064 3.516  0.1074
H: -2.482 0.603 -3.315  0.1104

Results
**Total charge**: 0
**HOMO-LUMO gap**: 0.2370 Ha
**Spin multiplicity**: 1
**Strongest force on any atom**: 2.69 eV Å⁻¹
**Molar mass**: 581.74 g/mol
**DFT total energy**: -2821.734239 a.u.

- What is the spin multiplicity in the first record?
  2

- spin multiplicity of number 4 (C29H27NO6S3)?
  1

- Number 4 is which compound?
  C29H27NO6S3

- Look up the total charge of the first one.
  0